{"formula": "C7H11N", "method": "wB97M-V/def2-TZVPD", "total_charge": 0, "smiles": "C[C@H]1[C@@H]2C=CCN[C@@H]12", "total_energy_ev": -8919.6399, "fmax_ev_per_a": 7.19, "species": ["C", "C", "C", "C", "C", "C", "N", "C", "H", "H", "H", "H", "H", "H", "H", "H", "H", "H", "H"], "xyz": [[0.61419, -2.00981, 1.58455], [0.82806, -0.51180, 1.39332], [1.04260, 0.07960, -0.13800], [1.12326, 1.36073, -0.84082], [-0.11690, 1.53251, -1.52156], [-1.41582, 0.75961, -1.32748], [-1.21909, -0.01790, -0.18211], [-0.06392, 0.37156, 0.63449], [1.68715, -2.51935, 2.08907], [-0.09735, -2.30807, 0.64686], [0.01814, -2.22203, 2.44531], [1.53910, -0.18248, 2.19122], [0.72698, -0.64288, -0.86870], [1.96437, 1.75802, -1.62276], [-0.19541, 2.32413, -2.20676], [-1.45028, 0.22766, -2.13858], [-2.44099, 1.24816, -1.28109], [-2.19791, -0.55296, 0.12476], [-0.34620, 1.30528, 1.01831]], "forces_ev_per_a": [[1.00, -0.45, -1.00], [2.10, -0.45, -0.19], [3.09, -0.78, 0.33], [-0.43, 1.51, -6.53], [1.91, 1.08, 2.01], [0.60, 3.82, 3.85], [-4.53, -4.75, 2.95], [-6.50, -1.94, 2.41], [-2.84, 0.89, -2.76], [2.54, -0.44, 2.00], [-0.91, 0.43, 0.63], [-1.18, 0.74, -0.79], [0.60, -0.82, 0.25], [-1.35, -0.57, 2.59], [0.21, 0.90, -1.11], [-0.42, -3.51, -4.95], [1.34, 0.69, -0.22], [3.81, 2.13, -0.25], [0.97, 1.53, 0.79]]}